Record 1
ORCA calculation (wB97M-V/def2-TZVPD) on a structure of composition C18H33Cl3InN6O5S3Si.

Each line ends with the Mulliken charge.
Positions of all 70 atoms, in Å:
In 0.2836 1.1374 -0.9676  1.117
C -1.5505 2.0043 -3.8060  -0.922
C -2.4396 1.1372 -2.8740  -0.757
N -1.7361 -0.0195 -2.3300  -0.088
C -1.4002 -1.0806 -3.2836  -0.892
C -0.0185 -1.6722 -2.9706  -0.134
N 0.9896 -0.6433 -2.7077  -0.097
C 1.5738 0.0323 -3.8641  -0.988
C 0.6050 1.0195 -4.5263  -0.762
N -0.1196 1.8381 -3.5434  -0.177
H -1.7803 1.7733 -4.8501  0.334
H -1.8343 3.0449 -3.6452  0.410
H -2.7372 1.7421 -2.0134  0.396
H -3.3504 0.8576 -3.4180  0.478
H -2.3006 -0.4100 -1.5854  0.096
H -2.1247 -1.9001 -3.2565  0.550
H -1.4138 -0.6668 -4.2889  0.334
H -0.1116 -2.2686 -2.0647  -0.340
H 0.2847 -2.3365 -3.7908  0.408
H 1.7483 -1.0887 -2.2012  0.299
H 2.4298 0.6018 -3.4946  0.321
H 1.9270 -0.6790 -4.6228  0.463
H 1.1859 1.6438 -5.2119  0.484
H -0.1045 0.4666 -5.1382  0.333
H 0.3387 2.7359 -3.4708  0.347
C 4.5538 3.6040 -0.8639  -1.226
S 2.9433 2.8650 -0.8924  0.890
O 3.0351 1.5412 -0.3729  -0.540
O 2.1681 3.7891 0.1436  0.039
O 2.3147 3.0407 -2.1713  -0.442
H 4.7738 3.8707 0.1662  0.376
H 4.5671 4.4787 -1.5064  0.366
H 5.2585 2.8551 -1.2157  0.437
O 1.1630 -4.0578 0.8483  -0.629
S -0.2146 -4.2402 0.5019  1.142
O -0.5666 -5.1715 -0.5179  -0.639
N -0.8146 -2.7038 0.1254  -0.138
C -1.5425 -2.2793 1.0856  0.201
S -2.2020 -0.6629 1.0796  -0.139
C -1.8281 -3.2106 2.1986  0.689
C -2.6565 -3.0277 3.2944  -0.492
C -2.8114 -4.0835 4.1838  -0.732
C -2.1565 -5.2918 3.9773  -0.531
C -1.3321 -5.4788 2.8716  -0.642
C -1.1881 -4.4262 1.9978  -0.087
H -3.1954 -2.1017 3.4390  0.576
H -3.4562 -3.9691 5.0445  0.416
H -2.2970 -6.0997 4.6818  0.418
H -0.8338 -6.4228 2.6995  0.471
Cl -0.5681 4.5578 -0.8604  -0.093
Si 1.2157 5.1363 -0.1405  0.522
Cl 2.1569 6.3067 -1.4547  -0.199
Cl 1.0421 5.9279 1.6738  -0.204
N -0.5470 -0.3514 3.7762  -0.192
C -0.5409 1.0709 4.1321  -0.966
C -0.1320 1.8722 2.8947  -0.313
N 1.1763 1.4743 2.3882  -0.106
C 1.2598 0.0307 2.1739  0.280
C 0.7975 -0.7949 3.3761  -0.979
H -1.7363 -0.4610 2.3859  0.095
H -0.8664 -0.9087 4.5606  0.213
H 0.1558 1.2797 4.9566  0.402
H -1.5430 1.3609 4.4545  0.409
H -0.1158 2.9363 3.1345  0.385
H -0.8600 1.7031 2.0958  -0.029
H 1.8848 1.7492 3.0615  0.339
H 2.2862 -0.2174 1.9022  0.413
H 0.6303 -0.2277 1.3104  -0.784
H 1.5101 -0.6795 4.2045  0.441
H 0.7673 -1.8519 3.1014  0.369

Cartesian forces (eV/Å) of the 3 atoms listed first:
In -0.9 -0.6 -0.7
C -0.2 -0.2 0.1
C 0.1 0.1 -0.1

LUMO ... -2.7310 eV
HOMO ... -0.379 Ha
Energy relative to the best compared isomer or geometry (same formula, charge and spin) ... 1.326 eV
HOMO-LUMO gap ... 7.579 eV
Charge ... +1

Record 2
ORCA calculation (wB97M-V/def2-TZVPD) on a cluster of 4 separate species, C18H33IN2O10S3 in total.

Each line ends with the Mulliken charge.
Positions of all 67 atoms, in Å:
N 0.5453 0.9988 -1.1610  -0.466
C -0.0581 -0.3036 -0.7204  -0.811
C 0.6552 -1.5887 -1.4351  0.314
O -0.1941 -2.7736 -1.2311  -0.552
C 2.0628 -1.8519 -0.6945  -0.588
C 3.1086 -2.7657 -1.5591  0.341
I 3.3101 -4.6718 -0.4307  0.175
N 2.5431 -3.1666 -2.8924  -0.329
C 3.1740 -2.3842 -3.7738  0.536
O 3.6627 -2.0377 -4.8848  -0.470
O 4.3704 -2.0413 -1.6610  -0.368
C 5.4407 -2.6801 -0.9372  0.127
O 6.3618 -3.2159 -1.6393  -0.478
H 0.5006 1.0488 -2.1900  0.254
H 1.5114 1.1044 -0.8176  0.221
H -1.1770 -0.2565 -0.9953  0.268
H 0.0159 -0.4915 0.4111  0.284
H 0.7343 -1.3268 -2.5479  0.203
H -0.3107 -2.8166 -0.2430  0.393
H 2.6173 -0.8804 -0.3856  0.197
H 1.8178 -2.4119 0.2943  0.267
H 5.5631 -2.6994 0.2029  0.465
O -3.8148 0.8398 1.1959  -0.686
S -3.4650 1.7354 0.1162  1.229
O -3.1144 1.2552 -1.2033  -0.669
C -4.7509 2.9614 -0.0405  -0.754
C -4.3258 4.0747 0.9077  -0.687
C -2.8211 4.2483 0.6956  0.024
C -2.1941 2.8535 0.6929  -0.447
H -5.7161 2.5239 0.2154  0.425
H -4.7574 3.3080 -1.0767  0.327
H -4.8727 4.9998 0.7110  0.395
H -4.5210 3.7796 1.9442  0.280
H -2.6430 4.7344 -0.2698  0.362
H -2.3746 4.8788 1.4671  -0.411
H -1.3338 2.7999 0.0232  0.270
H -1.9026 2.5440 1.6987  0.376
O -0.3807 6.1603 2.3092  -0.680
S -1.0095 6.1654 3.6107  1.227
O -2.1413 5.3210 3.9245  -0.686
C 0.2511 5.9224 4.8489  -0.728
C 0.7370 7.3290 5.1720  -0.580
C -0.5220 8.1930 5.2599  -0.634
C -1.3953 7.8559 4.0503  -0.699
H 1.0368 5.2755 4.4585  0.389
H -0.2204 5.4593 5.7190  0.361
H 1.3103 7.3517 6.1015  0.342
H 1.3821 7.6970 4.3671  0.294
H -1.0628 7.9559 6.1824  0.298
H -0.2802 9.2582 5.2868  0.322
H -2.4575 7.9350 4.2862  0.372
H -1.1559 8.4906 3.1947  0.379
O 2.2814 -7.6148 -1.1357  -0.572
S 1.2026 -8.3247 -1.7848  1.087
O 0.5555 -9.4672 -1.1790  -0.691
C -0.0444 -7.1422 -2.2626  -0.649
C 0.3805 -6.6881 -3.6523  -0.325
C 0.8138 -7.9569 -4.3891  -0.686
C 1.7180 -8.7500 -3.4441  -0.653
H -0.0834 -6.3284 -1.5380  0.320
H -1.0040 -7.6638 -2.2951  0.342
H -0.4313 -6.1744 -4.1720  0.356
H 1.2267 -5.9964 -3.5785  0.103
H -0.0705 -8.5528 -4.6396  0.310
H 1.3283 -7.7252 -5.3248  0.342
H 1.6103 -9.8256 -3.5919  0.351
H 2.7652 -8.4621 -3.5570  0.369

Cartesian forces (eV/Å) of the 3 atoms listed first:
N -0.1 -1.0 0.6
C -0.1 -0.7 -0.6
C -0.4 0.9 1.4

SMILES ... NC[C@H](O)C[C@@](I)(N=C=O)OC=O.O=S1(=O)CCCC1.O=S1(=O)CCCC1.O=S1(=O)CCCC1
LUMO ... -0.2755 eV
HOMO ... -0.337 Ha
HOMO-LUMO gap ... 8.903 eV
Charge ... 0

Record 3
ORCA calculation (wB97M-V/def2-TZVPD) on the ion C18H33N2O3 with charge +1.

Each line ends with the Mulliken charge.
Positions of all 56 atoms, in Å:
C 6.6002 0.5565 -1.2669  -1.245
C 5.2708 -0.1884 -1.2555  -0.565
C 4.4916 -0.0082 0.0484  -0.013
C 3.9981 1.4229 0.2535  -0.545
C 3.1398 1.5640 1.5223  -0.943
C 1.8871 0.7582 1.3878  0.472
O 1.6457 -0.3007 1.9007  -0.559
O 1.0014 1.3597 0.5497  -0.371
C -0.1953 0.6429 0.2890  1.000
C 0.0470 -0.4719 -0.7637  -1.624
N -0.3594 -1.7708 -0.2986  0.257
C 0.5865 -2.7797 0.1458  -0.153
C -0.3052 -3.8507 0.7852  -0.902
C -1.6865 -3.6042 0.1714  -0.479
C -1.6299 -2.1674 -0.2610  0.341
O -2.5895 -1.4435 -0.5475  -0.820
C -1.2277 1.6780 -0.1733  -1.584
N -2.6007 1.1403 -0.1738  1.060
C -3.4622 1.7730 -1.1981  -0.543
C -4.8077 1.0609 -1.2559  -0.553
C -5.4990 1.1229 0.1015  -0.775
C -4.5785 0.5186 1.1559  -0.565
C -3.2403 1.2458 1.1581  -0.676
H 7.2038 0.2699 -0.4092  0.307
H 6.4510 1.6326 -1.2423  0.310
H 7.1553 0.3152 -2.1697  0.392
H 5.4647 -1.2539 -1.3950  0.375
H 4.6581 0.1489 -2.0955  0.292
H 3.6365 -0.6903 0.0455  -0.056
H 5.1282 -0.2924 0.8882  0.288
H 3.4138 1.7441 -0.6119  0.306
H 4.8514 2.0928 0.3510  0.387
H 2.8730 2.6117 1.6610  0.351
H 3.6933 1.2034 2.3889  0.380
H -0.5117 0.1637 1.2280  0.415
H -0.4953 -0.2408 -1.6868  0.455
H 1.1125 -0.5101 -0.9973  0.614
H 1.2874 -2.3407 0.8585  0.193
H 1.1429 -3.1660 -0.7147  0.317
H 0.0627 -4.8540 0.5891  0.396
H -0.3439 -3.7070 1.8646  0.323
H -2.5112 -3.7826 0.8588  0.358
H -1.8573 -4.2187 -0.7157  0.285
H -1.1714 2.5497 0.4843  0.279
H -0.9593 2.0053 -1.1803  0.294
H -2.5722 0.0734 -0.4067  -0.084
H -2.9625 1.7058 -2.1661  0.428
H -3.5946 2.8280 -0.9432  0.386
H -5.4241 1.5307 -2.0213  0.405
H -4.6507 0.0186 -1.5380  0.257
H -6.4368 0.5716 0.0661  0.354
H -5.7299 2.1587 0.3566  0.314
H -5.0261 0.5957 2.1460  0.396
H -4.4158 -0.5376 0.9360  0.230
H -2.5743 0.8114 1.9050  0.337
H -3.3841 2.3048 1.3908  0.496

Cartesian forces (eV/Å) of the 3 atoms listed first:
C -0.2 -0.1 -0.1
C 0.1 0.0 0.2
C 0.0 0.2 -0.3

SMILES ... CCCCCC(=O)O[C@H](CN1CCCC1=O)C[NH+]1CCCCC1
LUMO ... -1.9768 eV
HOMO ... -0.477 Ha
Energy relative to the best compared isomer or geometry (same formula, charge and spin) ... 0.000 eV
HOMO-LUMO gap ... 10.998 eV
Charge ... +1

Record 4
ORCA calculation (wB97M-V/def2-TZVPD) on a structure of composition C18H33N5NiO6.

Each line ends with the Mulliken charge.
Positions of all 63 atoms, in Å:
O -1.3460 1.7145 -3.7148  -0.420
H -1.8048 1.4410 -4.5389  0.353
Ni 0.1974 -0.6921 -0.8267  -0.133
N -1.8285 -0.9378 -1.3524  0.953
N -1.0363 1.1345 -0.1168  0.951
N 1.9503 -1.6472 -1.3987  0.453
N 1.7988 0.6364 -0.4606  0.761
O -2.1168 -1.9855 -1.9842  -0.839
O 1.8518 -2.7428 -2.0246  -0.792
O 1.7543 1.9806 -0.2988  -0.716
O -0.6312 2.3298 0.2567  -0.946
C -2.3663 1.1367 -0.4251  0.636
C -2.7991 0.0126 -1.1627  -0.684
C 3.1557 -1.1130 -1.0783  -0.074
C 3.0534 0.1503 -0.4452  0.714
C -4.1057 -0.0347 -1.8882  -1.413
H -3.9657 0.3813 -2.9062  0.134
H -4.8690 0.5850 -1.3905  0.403
H -4.4828 -1.0652 -1.9764  0.335
C -3.2235 2.3297 -0.1111  -1.483
H -2.9910 3.1476 -0.8319  0.103
H -2.9927 2.6985 0.9121  0.289
H -4.3050 2.0875 -0.1857  0.476
C 4.4091 -1.7218 -1.5498  -1.639
C 4.2271 0.9059 0.0816  -1.860
H 4.2948 -2.1713 -2.5337  0.357
H 4.8095 -2.4903 -0.8876  0.267
H 5.1833 -0.9660 -1.6322  0.441
H 3.8663 1.7925 0.6154  0.390
H 4.8802 1.2495 -0.7380  0.429
H 4.8457 0.2971 0.7622  0.332
H 0.2894 -1.4170 -3.0762  0.398
H 0.7476 2.1821 -0.0748  0.430
C -0.5221 3.4346 -3.5608  -0.300
H -1.4768 3.9141 -3.4781  0.254
H -0.1665 3.3811 -4.5578  0.297
H 0.1459 3.7886 -2.7621  0.294
O 0.1657 -0.4846 -2.7832  -0.994
H -1.1064 0.8105 -3.3665  0.380
H 1.0460 -0.0790 -2.8650  0.319
C -1.6076 -0.3743 3.5669  -0.907
N -0.7087 0.5315 2.8266  0.510
C -0.6448 1.8660 3.5076  -0.868
C 0.6729 -0.0370 2.5900  -0.874
C 0.5727 -1.4520 2.1321  1.250
C 0.9395 -2.5133 3.0043  -0.708
C 0.7359 -3.8434 2.6072  -0.682
C 0.1427 -4.1220 1.3720  -0.628
C -0.2329 -3.0516 0.5352  -0.236
C 0.1022 -1.7510 0.8630  0.237
H -1.1117 -0.6995 4.4774  0.426
H -1.8635 -1.2256 2.9466  0.314
H -2.5136 0.1710 3.8281  0.355
H -1.1014 0.6760 1.8751  -0.214
H -0.0110 1.7687 4.4007  0.370
H -0.2244 2.6195 2.8272  0.220
H -1.6529 2.1686 3.8179  0.367
H 1.1344 0.5771 1.8132  0.224
H 1.2298 0.0633 3.5257  0.582
H 1.3936 -2.2985 3.9849  0.364
H 1.0423 -4.6810 3.2428  0.335
H -0.0558 -5.1362 1.0136  0.402
H -0.7736 -3.2301 -0.4029  0.308

Cartesian forces (eV/Å) of the 3 atoms listed first:
O 0.0 -0.3 0.2
H 0.3 1.1 0.1
Ni -0.4 1.4 2.5

Spin multiplicity ... 3
LUMO (alpha / beta) ... -2.8448 / -2.2753 eV
HOMO (alpha / beta) ... -0.207 / -0.209 Ha
<S²> ... 2.1002
HOMO-LUMO gap (alpha / beta) ... 2.801 / 3.408 eV
Charge ... 0

| no. | maximum force (eV/A) | DFT total energy (hartree) |
| --- | --- | --- |
| 1 | 1.32 | -4465.18728 |
| 2 | 8.34 | -3059.67473 |
| 3 | 0.95 | -1040.75930 |
| 4 | 4.13 | -2938.72768 |